(1)
{"formula": "C3H3NS2", "method": "ωB97M-V/def2-TZVPD", "elements": ["C", "C", "C", "N", "S", "S", "H", "H", "H"], "xyz": [[-0.687033, 0.762843, -0.680815], [-1.568525, 0.893617, 0.322304], [0.626542, -1.712993, -0.898213], [0.160091, 0.537916, -1.489544], [2.134693, -2.171197, -1.259124], [-0.744731, -2.521441, -0.322744], [-1.303436, 1.213749, 1.441661], [-2.520496, 0.682064, 0.135376], [-0.331817, -3.769894, -0.566841]], "forces_ev_per_a": [[-0.372, -0.141, 1.780], [4.117, 1.426, 2.685], [2.571, 0.077, -1.270], [0.532, -1.878, -0.026], [-2.240, 1.018, 0.468], [-0.707, 0.890, 0.044], [-0.285, -0.689, -2.980], [-3.926, -0.674, -0.713], [0.311, -0.029, 0.012]], "mulliken_charge": [0.564, -0.843, 0.219, -0.491, -0.116, -0.078, 0.203, 0.358, 0.184], "energy_ha": -967.0617, "spin_multiplicity": 1, "de_lowest_kj_mol": 405.1, "orbital_gap_ev": [5.8347, 5.8352]}

=====

(2)
{"formula": "C3H3NS2", "method": "ωB97M-V/def2-TZVPD", "elements": ["N", "C", "C", "S", "C", "S", "H", "H", "H"], "xyz": [[-1.271172, -1.967284, 1.688555], [-0.914104, -1.056234, 1.069567], [-0.509749, 0.036529, 0.367586], [-0.382379, 1.542155, 1.521805], [0.032865, 0.031575, -0.991831], [1.822761, 0.004518, -0.531281], [-0.114448, 0.910624, -1.553103], [-0.395965, -0.884551, -1.518475], [1.732192, 1.382668, -0.052824]], "forces_ev_per_a": [[0.151, 0.320, -0.340], [-0.953, -2.422, 1.161], [0.915, 6.414, 2.933], [-0.733, -3.656, -3.178], [-0.388, -1.965, 0.316], [0.106, 1.549, -0.057], [-0.520, 0.924, -0.496], [1.251, 1.087, 0.369], [0.171, -2.251, -0.708]], "mulliken_charge": [-0.331, 0.208, 0.043, -0.131, -0.444, -0.153, 0.259, 0.359, 0.189], "energy_ha": -967.1372, "smiles": "N#CC(=S)CS", "spin_multiplicity": 1, "de_lowest_kj_mol": 206.9, "orbital_gap_ev": [7.3670, 6.8955]}

=====

(3)
{"formula": "C3H3NS2", "method": "ωB97M-V/def2-TZVPD", "elements": ["S", "C", "C", "S", "H", "H", "C", "N", "H"], "xyz": [[1.019022, -1.871512, -0.945462], [-0.168170, -0.906458, -0.421575], [-0.999383, -0.123227, 0.609107], [-1.991345, -0.613687, -0.807730], [-0.957459, 0.945132, 0.872791], [-1.583579, -0.538864, 1.513100], [1.495780, 0.977986, -0.227454], [2.219688, 1.144747, 0.654207], [0.965444, 0.985883, -1.246988]], "forces_ev_per_a": [[-1.131, 0.994, 0.625], [-3.224, -0.934, 1.037], [-1.085, -0.453, 1.560], [1.842, -0.199, -1.216], [0.810, -0.306, -0.903], [2.079, -0.279, -1.049], [0.304, 1.339, -2.102], [-0.678, -0.254, -0.329], [1.084, 0.090, 2.377]], "mulliken_charge": [-0.158, -0.055, -0.245, -0.085, 0.300, 0.258, 0.015, -0.398, 0.368], "energy_ha": -967.1100, "smiles": "S=C1CS1.C#N", "spin_multiplicity": 1, "de_lowest_kj_mol": 278.2, "orbital_gap_ev": 7.9143}

=====

(4)
{"formula": "C3H3NS2", "method": "ωB97M-V/def2-TZVPD", "elements": ["C", "C", "C", "N", "S", "S", "H", "H", "H"], "xyz": [[-0.144934, -0.137921, -0.101989], [-1.292480, -1.161630, 0.140994], [-1.563840, -1.551872, 1.601400], [-1.858617, -1.595493, 2.692852], [-2.780611, -0.736564, -0.786922], [-1.526639, -2.236335, -1.287300], [-0.622885, 0.933710, -0.029106], [0.412802, -0.272830, -1.136786], [0.556297, -0.215720, 0.665773]], "forces_ev_per_a": [[-1.324, 1.649, -1.874], [0.291, 0.461, 0.396], [0.823, 0.882, -4.572], [-0.386, -0.384, 2.185], [-0.771, 0.662, 0.338], [0.442, -1.339, 0.381], [1.146, -2.010, -0.263], [-1.534, 0.214, 2.173], [1.313, -0.134, 1.236]], "mulliken_charge": [-1.037, 0.691, 0.058, -0.347, -0.140, -0.165, 0.263, 0.315, 0.363], "energy_ha": -967.1835, "smiles": "CC1(C#N)SS1", "spin_multiplicity": 1, "de_lowest_kj_mol": 85.4, "orbital_gap_ev": 8.5840}

=====

(5)
{"formula": "C3H3O2S", "method": "ωB97M-V/def2-TZVPD", "elements": ["C", "C", "C", "O", "O", "S", "H", "H", "H"], "xyz": [[-0.784326, 0.474643, -0.528400], [-0.236130, 1.562131, -0.505077], [-1.533927, -0.814046, -0.405196], [3.271772, 0.783965, -0.079691], [1.906705, 0.115471, 1.817756], [2.306953, 1.165282, 0.916389], [-2.594720, -0.649966, -0.695148], [-0.944038, -1.540433, -1.059107], [-1.392290, -1.097048, 0.538474]], "forces_ev_per_a": [[-1.078, -1.164, 0.119], [1.193, 1.051, 0.178], [1.202, 1.747, -4.744], [0.132, 0.037, -0.215], [0.003, 0.026, 0.126], [-0.681, -0.012, -0.163], [0.658, -0.616, 0.165], [-1.370, 0.465, 0.566], [-0.057, -1.535, 3.968]], "mulliken_charge": [0.298, -0.884, -0.834, -0.414, -0.406, 0.584, 0.214, 0.191, 0.251], "energy_ha": -664.6992, "spin_multiplicity": 1, "total_charge": -1, "de_lowest_kj_mol": 357.6, "orbital_gap_ev": 7.3656}

=====

(6)
{"formula": "C3H3O2S", "method": "ωB97M-V/def2-TZVPD", "elements": ["C", "C", "C", "O", "O", "S", "H", "H", "H"], "xyz": [[-1.812582, 0.294622, -1.037936], [-1.227769, -0.167344, -0.045657], [-0.786278, -0.614058, 1.106160], [1.472136, 1.568688, -0.679838], [3.193688, -0.152342, -0.150696], [1.816749, 0.104083, -0.611711], [-1.560783, 0.799941, -1.913479], [-0.664604, -0.124443, 2.005491], [-0.430555, -1.709144, 1.327667]], "forces_ev_per_a": [[-0.182, -0.543, 0.576], [-1.379, 0.858, -1.560], [2.564, -4.503, 1.499], [0.713, -2.811, 0.040], [-1.010, -0.042, -0.257], [-0.043, 2.892, 0.449], [0.261, 0.618, -1.139], [-0.068, 1.785, 1.472], [-0.855, 1.745, -1.078]], "mulliken_charge": [-0.326, 0.011, -1.029, -0.444, -0.521, 0.565, 0.277, 0.285, 0.181], "energy_ha": -664.6865, "spin_multiplicity": 1, "total_charge": -1, "de_lowest_kj_mol": 390.8, "orbital_gap_ev": [6.4174, 4.9360]}

=====

(7)
{"formula": "C3H3O3", "method": "ωB97M-V/def2-TZVPD", "elements": ["C", "C", "C", "O", "O", "O", "H", "H", "H"], "xyz": [[0.903553, -1.482326, 0.682876], [-2.507151, 1.028882, -0.169404], [1.202473, -0.058771, -0.010125], [-2.779672, 0.100919, -0.784631], [1.710450, -2.423379, 0.471759], [-2.333938, 1.957653, 0.482712], [0.472365, 0.173520, -0.923739], [2.219784, -0.001079, -0.540794], [1.112139, 0.704583, 0.791345]], "forces_ev_per_a": [[0.593, -1.313, -0.241], [-0.311, -0.305, 0.318], [0.328, -0.045, -2.088], [-0.105, -1.003, -0.946], [-1.130, 2.235, -0.011], [0.481, 1.249, 0.645], [0.906, -0.515, 2.122], [-0.710, -0.059, 0.846], [-0.052, -0.244, -0.645]], "mulliken_charge": [-0.566, 0.434, -0.659, -0.217, -0.289, -0.271, 0.029, 0.359, 0.180], "energy_ha": -341.8105, "spin_multiplicity": 1, "total_charge": -1, "de_lowest_kj_mol": 244.9, "orbital_gap_ev": [4.2246, 4.2249]}

=====

(8)
{"formula": "C3H3O3", "method": "ωB97M-V/def2-TZVPD", "elements": ["C", "C", "C", "O", "O", "O", "H", "H", "H"], "xyz": [[4.147746, -0.499933, -0.762151], [0.917786, -0.274436, -0.991647], [0.181639, -0.143535, 0.333024], [4.721049, 0.012836, 0.039466], [-1.029986, -0.048783, 0.362388], [2.064308, 0.033668, -1.172118], [0.284721, -0.524332, -1.849935], [0.640132, -0.215775, 1.347763], [-1.283119, 0.046267, 1.308672]], "forces_ev_per_a": [[0.592, -1.580, -1.075], [-0.104, 0.461, -1.344], [3.678, -0.896, 1.117], [0.822, 0.991, 1.307], [-2.532, 0.535, 0.219], [-1.765, 0.651, 0.974], [-0.365, -0.375, 0.151], [0.649, 0.256, -0.993], [-0.974, -0.042, -0.357]], "mulliken_charge": [0.172, -0.135, 0.347, -0.132, -0.163, -0.246, 0.346, 0.363, 0.448], "energy_ha": -341.4275, "spin_multiplicity": 1, "total_charge": 1, "de_lowest_kj_mol": 213.0, "orbital_gap_ev": 7.6179}

=====

(9)
{"formula": "C3H3O3", "method": "ωB97M-V/def2-TZVPD", "elements": ["C", "C", "C", "O", "O", "O", "H", "H", "H"], "xyz": [[-0.321448, -0.060213, -0.984468], [-0.931451, 0.821379, 0.872395], [0.532663, -0.459747, 0.032734], [0.097709, 0.150303, 1.205893], [-1.256202, 0.666956, -0.356947], [1.507379, -1.296862, 0.224979], [-0.517985, -0.179595, -2.009398], [-1.323930, 1.516904, 1.472481], [2.213265, -1.159125, -0.457670]], "forces_ev_per_a": [[-1.499, 1.296, 1.192], [-2.127, 1.469, 3.176], [1.228, -0.365, 3.470], [5.534, -4.635, -0.336], [-1.866, -0.626, -7.165], [-0.012, 1.577, -1.261], [0.460, -0.597, -1.194], [-1.287, 2.646, 1.839], [-0.431, -0.765, 0.279]], "mulliken_charge": [-0.019, -0.085, 0.536, -0.226, -0.232, -0.344, 0.429, 0.516, 0.426], "s_squared": 2.01, "energy_ha": -341.3542, "spin_multiplicity": 3, "total_charge": 1, "de_lowest_kj_mol": 24.6, "orbital_gap_ev": [6.9156, 10.0697]}

=====

(10)
{"formula": "C3H3O3S", "method": "ωB97M-V/def2-TZVPD", "elements": ["O", "C", "C", "S", "O", "C", "O", "H", "H", "H"], "xyz": [[1.066881, 0.189721, 2.288659], [0.244690, 1.020601, 1.989869], [0.151076, 2.302803, 2.444801], [-0.512815, 3.148512, 3.660530], [-0.504730, 0.905917, 0.694096], [-0.012476, -0.052409, -0.162377], [0.668932, 0.655579, -1.273181], [0.749509, -0.725292, 0.270977], [-0.915980, -0.518588, -0.560959], [0.355942, 1.527513, -1.043162]], "forces_ev_per_a": [[0.423, -1.367, 0.353], [-0.167, 0.685, -1.963], [-0.398, 1.462, 1.103], [0.029, -0.355, -0.450], [0.439, -0.369, 1.657], [0.500, 0.487, -1.167], [-0.597, -1.034, 0.963], [-0.693, 0.220, 0.043], [0.340, -0.564, -0.229], [0.122, 0.835, -0.308]], "mulliken_charge": [-0.629, 0.906, -0.597, -0.394, -0.388, -0.095, -0.532, 0.253, 0.183, 0.294], "energy_ha": -739.9982, "smiles": "[O-]C(=C=S)OCO", "spin_multiplicity": 1, "total_charge": -1, "de_lowest_kj_mol": 202.3, "orbital_gap_ev": 6.2237}

=====

Copy entry 9 word for word.
{"formula": "C3H3O3", "method": "ωB97M-V/def2-TZVPD", "elements": ["C", "C", "C", "O", "O", "O", "H", "H", "H"], "xyz": [[-0.321448, -0.060213, -0.984468], [-0.931451, 0.821379, 0.872395], [0.532663, -0.459747, 0.032734], [0.097709, 0.150303, 1.205893], [-1.256202, 0.666956, -0.356947], [1.507379, -1.296862, 0.224979], [-0.517985, -0.179595, -2.009398], [-1.323930, 1.516904, 1.472481], [2.213265, -1.159125, -0.457670]], "forces_ev_per_a": [[-1.499, 1.296, 1.192], [-2.127, 1.469, 3.176], [1.228, -0.365, 3.470], [5.534, -4.635, -0.336], [-1.866, -0.626, -7.165], [-0.012, 1.577, -1.261], [0.460, -0.597, -1.194], [-1.287, 2.646, 1.839], [-0.431, -0.765, 0.279]], "mulliken_charge": [-0.019, -0.085, 0.536, -0.226, -0.232, -0.344, 0.429, 0.516, 0.426], "s_squared": 2.01, "energy_ha": -341.3542, "spin_multiplicity": 3, "total_charge": 1, "de_lowest_kj_mol": 24.6, "orbital_gap_ev": [6.9156, 10.0697]}